A molecular structure, C43H97N5O at a distorted geometry. Source: OMol25; level of theory: the ωB97M-V functional and the def2-TZVPD basis.

Last column: Löwdin charge in e.
Positions of all 146 atoms, in Å:
O 6.38137 10.51825 36.05252  -0.21
N 7.40406 15.84993 39.29318  -0.20
N 7.47518 12.43758 33.83633  -0.12
N 10.21108 10.39499 37.33700  -0.18
N 5.83810 6.92975 36.75822  -0.16
N 2.13049 10.98825 39.66018  -0.20
C -0.69478 13.35513 38.04357  -0.07
C 8.64971 17.51025 37.99266  -0.14
C 8.95686 12.74813 30.16473  -0.08
C 6.59021 17.09712 39.06596  -0.11
C 4.27224 13.36695 39.15591  -0.10
C 10.02455 8.90796 37.32872  -0.05
C 0.30844 12.19953 38.20959  -0.22
C 4.09183 9.92591 38.76873  -0.23
C 7.81193 8.35904 33.79795  -0.07
C 1.36831 9.68888 40.06226  0.08
C 4.55629 10.62681 40.06964  -0.08
C 7.75945 7.50943 35.07027  -0.25
C 4.51926 6.21287 36.68636  0.02
C 9.45336 9.85978 35.03343  -0.14
C 6.92934 6.08707 37.58476  -0.01
C 8.96069 13.55746 35.41616  -0.13
C 9.75585 12.51152 38.62869  -0.10
C 8.77336 13.17038 39.68556  -0.08
C 6.75622 12.76517 37.07784  -0.04
C 6.90740 10.69538 38.36636  -0.10
C 7.99281 15.83525 40.77730  0.11
C 6.59129 14.51009 38.99541  -0.16
C 7.73329 14.52006 35.14046  -0.07
C 8.50751 12.09984 31.43456  -0.24
C 8.59953 16.03808 38.33179  -0.09
C 6.75498 13.51029 34.57768  -0.15
C 5.09006 14.63470 39.26779  -0.16
C 6.36083 7.86610 38.98871  -0.18
C 1.13656 12.20248 39.52446  -0.08
C 2.89224 10.69248 38.33933  -0.06
C 3.23852 11.32449 40.63599  -0.09
C 7.91858 13.06948 32.46100  -0.08
C 6.18589 11.23818 37.16392  -0.49
C 8.74812 12.19690 34.70952  -0.16
C 6.31060 7.17767 35.20036  -0.04
C 9.51614 10.93811 36.04986  -0.23
C 9.75177 10.92269 38.71605  -0.08
C 9.78822 8.58104 35.86196  -0.13
C 11.69891 10.79824 37.20261  0.06
C 7.55271 18.24154 38.75064  -0.11
C 6.44738 11.27995 33.57497  0.05
C 5.69634 8.19419 37.63409  -0.14
C 6.68148 6.41087 39.11138  -0.09
H 8.98403 12.03611 29.33986  0.10
H 4.87607 14.94138 40.29164  0.13
H 7.89153 6.51718 37.30674  0.11
H 7.03325 18.90373 38.05799  0.13
H 8.80177 10.43227 38.92843  0.07
H 8.49295 9.82592 34.51907  0.05
H 9.36148 11.50737 31.76291  0.11
H 3.36241 12.40101 40.75372  0.08
H 9.03851 8.81398 37.78371  0.11
H 10.12371 10.19090 34.24028  0.15
H 8.47533 13.98441 32.66354  0.13
H 9.22883 13.38233 36.45806  0.05
H -0.27058 14.35077 38.17331  0.08
H 6.97370 10.41030 33.18151  0.06
H 6.29057 9.03254 37.27055  0.08
H 4.02479 6.11262 37.65256  0.11
H 7.02855 13.48966 31.99262  0.14
H 6.65707 13.23461 38.05656  0.01
H 5.98749 16.86257 38.18857  0.13
H 6.60246 14.36885 37.91468  0.08
H -1.63703 13.37701 38.59109  0.09
H 8.51708 14.88015 40.74540  0.05
H 10.67994 8.12712 35.42969  0.15
H 8.56012 11.33056 36.39645  0.09
H 5.64641 7.98706 34.89736  0.13
H 7.90848 12.51313 39.77560  0.06
H 6.31266 13.16027 35.51039  0.02
H 3.07689 11.00139 41.66438  0.15
H 2.01143 8.81436 39.96395  0.10
H 8.33830 6.58587 35.06299  0.17
H 8.86342 8.57378 33.60734  0.10
H 0.49420 9.67561 39.41121  0.11
H 8.42075 11.44880 35.43151  0.01
H 5.72305 8.22891 39.79475  0.11
H 7.49306 14.88791 36.13799  0.09
H 7.07046 15.80923 41.35758  0.12
H 9.19735 13.09584 40.68695  0.12
H 1.00332 12.22091 37.37008  0.09
H 10.76789 8.28628 37.82783  0.16
H 5.89710 17.25130 39.89296  0.14
H 10.77393 12.85347 38.81495  0.12
H 4.80655 12.66440 38.51637  0.05
H 3.14522 11.72726 38.10836  0.10
H 5.97320 10.94583 34.49779  0.06
H 7.63451 6.24174 39.61260  0.13
H 4.70467 8.62366 37.77636  0.07
H 4.86867 9.83478 38.00956  0.05
H 5.86825 11.68887 32.74701  0.12
H 7.81039 12.76857 36.80065  0.06
H 8.64229 16.69837 40.92323  0.13
H 7.98105 10.70904 38.17880  0.04
H 7.99171 8.20513 35.87661  0.08
H 5.46094 11.22011 39.93662  0.08
H 6.15289 13.30352 36.34689  0.06
H 2.22529 10.16551 37.65701  0.15
H 0.40121 12.06099 40.31652  0.14
H 8.55526 15.39314 37.45419  0.10
H 8.20099 15.19483 34.42350  0.13
H 8.28007 13.56834 29.92537  0.09
H 12.19885 10.41932 38.09401  0.12
H 8.57819 17.74595 36.93085  0.13
H 7.83121 18.81873 39.63234  0.13
H 4.19801 12.81187 40.09106  0.03
H 4.72400 5.16529 36.46555  0.12
H 1.52081 13.18845 39.78585  0.13
H 9.95954 13.17430 30.19804  0.09
H 9.51722 12.79001 37.60225  0.05
H 11.87719 11.87246 37.15418  0.11
H 9.63714 11.76614 34.24888  0.13
H 5.80768 13.80249 34.12453  0.17
H -0.14324 11.24542 37.93807  0.11
H 9.65026 17.91667 38.14043  0.13
H 6.87830 5.04959 37.25440  0.14
H 3.40938 13.68109 38.56864  0.11
H 4.60668 15.30005 38.55241  0.12
H 8.46608 14.19550 39.47860  0.00
H 7.74577 11.34313 31.24682  0.11
H 3.89340 6.83184 36.04351  0.12
H 6.49959 9.73169 38.67150  0.03
H 7.39103 9.34287 34.00537  0.02
H 5.95315 6.42979 34.49254  0.15
H 7.41590 7.93775 32.87394  0.13
H 4.86568 9.79473 40.70212  0.12
H 9.50414 15.80123 38.89187  0.13
H 5.15785 11.31277 37.51843  0.09
H 6.71622 11.33220 39.23009  0.07
H 5.83553 5.87623 39.54339  0.13
H 9.89084 14.06677 35.16415  0.14
H -0.99937 13.41153 36.99850  0.09
H 8.94605 7.89738 35.75486  -0.03
H 1.10203 9.81467 41.11172  0.12
H 10.49803 10.56515 39.42555  0.15
H 10.06836 11.75405 35.58358  0.12
H 7.24064 8.50477 39.06705  0.10
H 7.06139 13.81275 39.68883  0.08
H 3.91593 8.87457 38.99642  0.11
H 12.15060 10.34044 36.32256  0.12

The calculation puts the frontier orbital gap at 9.080 eV. The value obtained for the HOMO energy is -17.27 eV. Its energy relative to the best compared isomer or geometry (same formula, charge and spin) is 29.465 eV. The value obtained for the calculated total energy is -55598.384 eV. Its maximum force is 6.74 eV/A. The spin multiplicity is 1. As for the charge: +4.